1.
DFT (ωB97M-V/def2-TZVPD) results for 2 unconnected molecules or ions with the total composition C4H12NO2.

Computed properties:
total energy: -9927.1491 eV
strongest force on any atom: 2.57 eV/Å
energy relative to the best compared isomer or geometry (same formula, charge and spin): 24.79 kcal per mole

Geometry as ORCA input:
```
! wB97M-V def2-TZVPD RIJCOSX def2/J DEFGRID3
* xyz -1 1
C -1.959 1.909 1.067
N -1.871 0.537 0.507
C -1.261 -0.347 1.557
O -0.533 -1.434 1.024
H -2.614 1.833 1.987
H -2.432 2.654 0.330
H -0.960 2.333 1.253
H -1.177 0.476 -0.339
H -0.580 0.264 2.173
H -2.099 -0.762 2.203
H -0.052 -1.130 0.210
C 1.256 -0.670 -1.769
O 0.452 -0.067 -0.798
C 2.646 -0.932 -1.252
H 1.439 0.003 -2.656
H 0.800 -1.623 -2.139
H 3.229 -1.475 -2.047
H 2.557 -1.523 -0.291
H 3.161 -0.045 -1.020
*
```



2.
DFT (ωB97M-V/def2-TZVPD) results for 2 unconnected molecules or ions with the total composition C4H12NO2.

Computed properties:
total energy: -9927.0592 eV
strongest force on any atom: 2.57 eV/Å
energy relative to the best compared isomer or geometry (same formula, charge and spin): 26.86 kcal per mole

Geometry as ORCA input:
```
! wB97M-V def2-TZVPD RIJCOSX def2/J DEFGRID3
* xyz -1 1
C -1.645 0.357 -1.339
N -0.205 0.576 -1.143
C 0.118 -1.794 -1.392
C 0.484 -0.601 -0.515
C 0.147 -0.911 0.959
O 0.823 -0.113 1.891
H -2.251 0.132 -0.465
H -2.022 1.365 -1.567
H -1.935 -0.310 -2.152
H -0.087 1.351 -0.489
H -0.715 -2.369 -1.009
H 0.940 -2.417 -1.798
H -0.330 -1.510 -2.371
H 1.559 -0.363 -0.519
H 0.465 -1.937 1.211
H -0.926 -0.759 1.292
H 0.897 1.194 1.747
H -0.279 2.454 1.425
O 0.677 2.299 1.473
*
```



3.
DFT (ωB97M-V/def2-TZVPD) results for a molecular structure, C4H12NO2.

Computed properties:
total energy: -9923.0041 eV
strongest force on any atom: 3.52 eV/Å
energy relative to the best compared isomer or geometry (same formula, charge and spin): 120.37 kcal per mole

Geometry as ORCA input:
```
! wB97M-V def2-TZVPD RIJCOSX def2/J DEFGRID3
* xyz -1 1
C 0.165 1.332 0.929
N 1.416 0.876 0.924
C -0.283 -1.220 0.728
C 0.730 -0.267 0.063
C 0.451 0.161 -1.374
O 0.518 -0.976 -2.219
H -0.548 1.018 1.691
H 1.125 2.812 3.063
H -0.213 2.264 0.458
H 0.482 3.206 2.991
H -1.288 -0.833 0.669
H -0.250 -2.192 0.206
H 0.033 -1.387 1.750
H 1.683 -0.849 -0.066
H -0.562 0.618 -1.455
H 1.173 0.901 -1.696
H -0.443 -1.331 -2.278
H -2.391 -2.151 -2.565
O -1.798 -1.984 -1.821
*
```